{
  "formula": "C28H58F3NO13P2",
  "method": "ωB97M-V/def2-TZVPD",
  "charge": 0,
  "energy_ha": -3116.2129,
  "lumo_ha": -0.0680,
  "e_homo_ev": -8.74,
  "multiplicity": 1,
  "species": ["H", "H", "H", "H", "O", "H", "H", "H", "H", "H", "H", "F", "H", "H", "H", "H", "C", "H", "H", "H", "H", "H", "C", "H", "C", "C", "C", "H", "C", "P", "C", "H", "C", "H", "H", "H", "H", "H", "H", "H", "C", "O", "O", "H", "H", "H", "H", "C", "C", "H", "H", "O", "H", "C", "H", "H", "C", "H", "C", "H", "N", "O", "H", "O", "C", "C", "O", "H", "C", "O", "H", "F", "H", "C", "H", "O", "C", "O", "C", "F", "C", "H", "C", "C", "H", "H", "H", "C", "H", "P", "H", "H", "H", "C", "H", "H", "C", "O", "O", "H", "H", "H", "C", "O", "C"],
  "xyz": [[-0.317, 2.762, 5.417], [-2.845, 1.194, 6.168], [-4.109, -4.092, 2.580], [3.259, 3.002, -7.660], [2.526, -6.182, 7.246], [0.771, -6.260, 6.185], [5.425, -0.126, -13.208], [-4.702, -3.374, 4.683], [0.700, -0.029, 2.247], [-0.468, -1.261, 4.094], [1.301, -8.478, 5.128], [0.984, 6.224, -3.735], [4.113, -1.290, -12.909], [3.637, 5.627, -1.993], [-5.919, -2.819, 1.388], [2.148, 1.211, -6.513], [3.002, -1.836, 2.984], [0.658, -1.887, -1.002], [3.165, 2.393, -1.990], [4.351, 0.150, -7.964], [-8.981, -0.591, 3.444], [-0.253, -2.307, 2.669], [3.777, 4.545, -2.422], [-0.885, 0.699, 2.577], [2.083, -7.879, 5.602], [0.539, 2.863, -0.919], [-2.402, 2.934, -0.308], [3.584, 0.928, -11.852], [-5.726, -2.661, 2.453], [2.149, -0.145, -1.056], [2.893, 4.405, -3.801], [-2.730, 2.233, 4.008], [1.494, -6.945, 6.639], [-1.829, -1.597, 2.998], [-10.304, -0.427, 4.624], [-0.688, 0.499, -1.287], [-9.034, -3.513, 3.395], [4.586, 2.522, -8.745], [4.771, 2.414, -6.978], [-1.901, 3.490, 5.747], [-0.380, -0.201, 2.213], [1.655, -1.807, -0.841], [5.338, 1.007, -10.791], [2.966, -5.674, 6.544], [2.825, 0.731, -8.658], [-6.440, -3.255, 3.033], [-11.065, -1.690, 2.594], [-2.532, 5.262, 0.900], [3.535, 0.867, -7.836], [-5.916, -1.610, 2.694], [2.613, -7.314, 4.828], [2.876, 0.575, -6.613], [4.929, 4.399, -2.699], [-0.866, 3.508, -0.297], [3.797, -0.326, -10.615], [3.767, -1.114, 2.686], [4.306, 0.243, -11.398], [-9.008, -1.621, 4.871], [1.889, 3.824, -0.722], [-1.484, 1.529, 7.263], [-3.239, 4.059, 0.296], [-3.093, 6.255, 1.620], [4.218, -3.586, 2.611], [3.525, -0.188, -2.180], [3.343, 3.361, -1.323], [-0.752, -1.408, 3.048], [2.612, 0.418, 0.349], [4.167, 3.163, -0.515], [-0.976, 4.986, 0.464], [-1.768, 2.376, 4.028], [2.801, 5.916, 0.193], [3.570, 3.863, -5.032], [3.945, -1.104, -2.172], [3.632, -3.142, 3.422], [0.985, -7.515, 7.422], [-0.752, -0.415, 0.859], [-10.447, -2.173, 3.357], [-9.573, -3.084, 2.708], [-1.768, 1.382, 6.218], [0.361, 3.840, -4.339], [-4.303, -3.039, 2.806], [2.321, -1.997, 2.142], [1.446, 4.803, -3.946], [1.795, 5.289, 0.074], [2.044, -4.205, 3.041], [-11.104, -2.734, 4.029], [2.814, -8.552, 6.062], [0.393, 5.910, 0.689], [-3.735, 4.468, -0.548], [0.525, 1.162, -1.787], [0.320, 6.951, 1.255], [-1.270, 0.484, 5.838], [5.779, 1.515, -11.493], [-9.645, -1.140, 4.121], [-3.593, -2.428, 2.241], [5.627, -1.364, -11.975], [4.895, -0.691, -12.435], [-4.072, -2.821, 4.190], [2.621, -4.061, 3.810], [-1.714, -0.558, 0.838], [2.407, -1.405, 3.796], [4.293, -2.980, 4.278], [4.071, 2.283, -7.810], [-2.939, 1.786, -0.725], [-1.396, 2.590, 5.382]],
  "lowdin_charge": [0.115, 0.075, 0.112, 0.069, -0.091, 0.106, 0.072, 0.088, 0.097, 0.075, 0.071, -0.032, 0.075, 0.113, 0.080, 0.084, -0.097, 0.079, 0.087, 0.114, 0.076, 0.072, -0.123, 0.093, -0.099, -0.277, -0.249, 0.111, -0.089, 0.522, -0.045, 0.093, -0.332, 0.047, 0.073, -0.053, 0.078, 0.060, 0.072, 0.108, -0.297, -0.257, -0.096, 0.081, 0.100, 0.062, 0.114, -0.239, -0.333, 0.080, 0.068, -0.092, 0.136, -0.001, 0.102, 0.077, -0.331, 0.071, -0.117, 0.075, 0.058, -0.017, 0.108, -0.265, -0.158, -0.069, -0.420, 0.138, -0.002, -0.105, 0.104, -0.065, 0.087, -0.322, 0.111, -0.148, -0.330, -0.096, -0.088, -0.045, -0.330, 0.056, 0.002, 0.004, 0.085, 0.107, 0.076, 0.029, 0.154, 0.825, 0.110, 0.066, 0.092, -0.098, 0.090, 0.079, -0.095, -0.090, -0.101, 0.086, 0.078, 0.113, -0.095, -0.032, -0.320]
}